{
  "formula": "C9H26IN2O3",
  "method": "the ωB97M-V functional and the def2-TZVPD basis",
  "total_energy_ha": -991.4808,
  "lumo_energy_ev": 3.021,
  "gap_ha": 0.276,
  "homo_ev": -4.50,
  "charge": -1,
  "e_above_lowest_kj_mol": 30.03,
  "max_force_ha_per_bohr": 0.029,
  "symbols": ["I", "O", "O", "O", "N", "N", "C", "C", "C", "C", "C", "C", "C", "C", "C", "H", "H", "H", "H", "H", "H", "H", "H", "H", "H", "H", "H", "H", "H", "H", "H", "H", "H", "H", "H", "H", "H", "H", "H", "H", "H"],
  "positions_angstrom": [[7.255, 24.576, 9.624], [8.211, 20.914, 9.589], [3.092, 21.917, 12.003], [3.470, 21.967, 8.308], [4.458, 25.430, 11.864], [5.162, 24.607, 6.443], [3.935, 23.031, 11.686], [2.962, 21.690, 13.364], [4.036, 23.648, 6.690], [3.922, 20.974, 9.208], [4.512, 22.453, 7.486], [3.414, 24.408, 12.115], [9.110, 20.775, 8.507], [3.433, 23.282, 5.324], [2.143, 24.737, 11.366], [3.288, 24.185, 7.275], [2.380, 23.011, 5.452], [5.408, 22.688, 8.073], [3.953, 22.405, 4.933], [3.901, 19.999, 8.708], [1.587, 25.537, 11.864], [3.914, 21.507, 13.874], [4.938, 22.843, 12.097], [3.275, 20.966, 10.086], [8.637, 20.262, 7.663], [9.972, 20.173, 8.809], [2.403, 22.493, 13.876], [5.163, 25.265, 12.583], [2.301, 25.089, 10.343], [2.294, 20.836, 13.521], [4.970, 25.089, 11.042], [1.483, 23.868, 11.287], [5.558, 24.797, 7.365], [4.925, 21.206, 9.580], [3.468, 24.114, 4.625], [5.886, 24.042, 5.997], [4.055, 23.006, 10.600], [7.767, 21.765, 9.470], [4.848, 21.640, 6.808], [3.204, 24.367, 13.187], [9.510, 21.747, 8.206]]
}


{
  "formula": "C9H26N3O3SSe2V",
  "method": "the ωB97M-V functional and the def2-TZVPD basis",
  "total_energy_ha": -6893.0643,
  "lumo_energy_ev": [-7.601, -6.616],
  "gap_ha": [0.251, 0.287],
  "homo_ev": [-14.42, -14.43],
  "multiplicity": 3,
  "charge": 2,
  "e_above_lowest_kj_mol": 127.78,
  "max_force_ha_per_bohr": 0.062,
  "symbols": ["Se", "Se", "V", "S", "O", "O", "O", "N", "N", "N", "C", "C", "C", "C", "C", "C", "C", "C", "C", "H", "H", "H", "H", "H", "H", "H", "H", "H", "H", "H", "H", "H", "H", "H", "H", "H", "H", "H", "H", "H", "H", "H", "H", "H", "H"],
  "positions_angstrom": [[-1.595, -1.588, 2.144], [-1.080, 1.639, 0.777], [0.623, 0.368, -0.570], [2.219, 2.028, 0.101], [3.294, 1.528, -0.707], [1.061, 2.437, -0.728], [1.657, 0.905, 0.929], [1.619, -0.026, -2.330], [-1.083, -0.367, -1.609], [0.878, -1.675, -0.420], [-0.863, -1.723, -2.138], [-1.861, 2.845, -0.535], [-0.140, -2.529, -1.059], [2.295, -1.330, -2.367], [-2.881, 0.888, 1.284], [-1.297, -2.048, 4.013], [-2.804, -0.062, 2.458], [2.722, 3.378, 1.139], [2.244, -1.861, -0.938], [1.798, -2.015, -3.059], [0.908, -1.899, 0.576], [1.930, 3.579, 1.852], [-0.778, -1.226, 4.499], [-3.794, -0.463, 2.693], [-0.688, -2.948, 4.064], [-1.429, 0.236, -2.358], [-2.397, 3.640, -0.012], [0.309, -3.423, -1.500], [1.315, 0.264, -3.262], [-2.257, -2.236, 4.491], [2.918, -1.261, -0.312], [-1.833, -0.429, -0.918], [2.325, 0.663, -2.029], [3.337, -1.237, -2.693], [-0.265, -1.644, -3.044], [-1.036, 3.275, -1.098], [2.890, 4.237, 0.498], [3.645, 3.104, 1.638], [-2.406, 0.446, 3.336], [-0.861, -2.847, -0.296], [-3.484, 1.756, 1.575], [-1.807, -2.213, -2.401], [2.558, -2.911, -0.895], [-3.360, 0.431, 0.409], [-2.548, 2.315, -1.198]]
}


{
  "formula": "C9H26NO9P2S2",
  "method": "the ωB97M-V functional and the def2-TZVPD basis",
  "total_energy_ha": -2569.6111,
  "lumo_energy_ev": 2.072,
  "gap_ha": 0.290,
  "homo_ev": -5.82,
  "charge": -1,
  "max_force_ha_per_bohr": 0.015,
  "symbols": ["S", "S", "P", "P", "O", "O", "O", "O", "O", "O", "O", "O", "O", "N", "C", "C", "C", "C", "C", "C", "C", "C", "C", "H", "H", "H", "H", "H", "H", "H", "H", "H", "H", "H", "H", "H", "H", "H", "H", "H", "H", "H", "H", "H", "H", "H", "H", "H", "H"],
  "positions_angstrom": [[-2.790, 4.212, 2.166], [-1.778, 5.814, 0.103], [-0.298, 8.405, 1.616], [-0.084, 6.257, 1.439], [-4.075, 3.597, 2.403], [-0.255, 9.147, 0.186], [1.951, -5.622, -0.467], [-0.383, -0.156, 0.578], [-1.456, 8.776, 2.432], [-2.155, 4.844, 3.298], [-2.213, 7.063, -0.470], [-1.153, 4.857, -0.794], [1.140, 8.826, 2.251], [-2.958, 5.173, 0.910], [0.467, -5.954, -2.405], [2.094, -6.993, -0.146], [-1.848, -0.449, -1.381], [3.255, -7.679, -0.845], [0.948, -2.187, 0.155], [-0.601, 0.180, -0.782], [-0.225, -1.531, 0.863], [1.725, -5.323, -1.834], [-1.710, 2.902, 1.660], [1.040, -3.230, 0.463], [-1.790, -1.539, -1.405], [0.282, -0.066, -1.384], [-1.980, -0.100, -2.405], [-0.678, 3.234, 1.575], [-1.150, -2.079, 0.648], [3.335, -8.711, -0.501], [0.512, -7.044, -2.402], [1.879, -1.670, 0.394], [-0.702, 1.265, -0.797], [1.095, 9.757, 2.510], [-2.729, -0.169, -0.802], [2.599, -5.594, -2.437], [0.827, -2.170, -0.929], [0.564, 9.636, 0.048], [-0.076, -1.577, 1.943], [0.329, -5.632, -3.438], [1.635, -4.238, -1.875], [-2.070, 2.438, 0.747], [4.191, -7.165, -0.625], [3.128, -7.700, -1.928], [2.252, -7.010, 0.932], [-0.407, -5.650, -1.827], [0.907, 6.231, 0.434], [-1.750, 2.162, 2.461], [1.160, -7.534, -0.338]]
}